No. 1
Molecular formula: C6H12Br2ClNiO2S
Method: DFT, wB97M-V/def2-TZVPD

As for the expectation value of S²: 2.01. As for the charge: +1. As for the molecular weight: 402.18 g/mol. The calculation puts the HOMO energy (spin up / spin down) at -12.11 / -12.11 eV. Its energy relative to the best compared isomer or geometry (same formula, charge and spin) is 0.4084 eV. Its electronic energy is -214988.130 eV. The multiplicity is 3. For the gap between HOMO and LUMO (spin up / spin down), the calculation gives 5.64 / 4.45 eV. The LUMO energy (spin up / spin down) comes out at -6.5 / -7.7 eV.

Element x y z (Å)
Ni (-19.949762, 13.794107, 37.059239)
Cl (-18.633070, 15.722258, 36.311732)
C (-24.100232, 17.438545, 38.080592)
C (-22.946413, 18.171612, 37.385458)
C (-21.633547, 17.573787, 37.976568)
S (-22.053682, 15.945843, 38.686616)
O (-21.989750, 16.057927, 40.120567)
O (-21.289525, 14.922710, 37.972269)
C (-23.747141, 15.978403, 38.044756)
H (-25.115026, 17.671614, 37.764103)
H (-24.088383, 17.778717, 39.121212)
H (-22.978550, 19.222880, 37.670173)
H (-22.946903, 18.159867, 36.296324)
H (-21.398619, 18.102374, 38.900822)
H (-20.769104, 17.487585, 37.323367)
H (-24.424526, 15.389058, 38.661724)
H (-23.773717, 15.653899, 37.003389)
Br (-18.652492, 16.068094, 41.155641)
C (-17.584395, 17.163865, 39.894076)
C (-16.213491, 17.490627, 40.390213)
Br (-15.859805, 17.846396, 42.274085)
H (-18.252702, 18.021339, 39.905642)
H (-17.593398, 16.706415, 38.908386)
H (-15.972298, 18.377510, 39.800297)
H (-15.464395, 16.734752, 40.171509)

Force components x, y, z for each atom (eV/Å):
0.7 3.3 0.0
-1.2 -2.2 0.6
0.5 0.8 0.8
0.5 0.3 0.3
-0.5 -0.1 0.6
-1.1 2.9 0.1
-0.1 -0.9 -1.0
0.9 -2.2 -0.7
-0.6 -0.6 0.2
0.2 -0.2 -0.6
0.0 -0.1 0.1
0.0 0.0 -0.1
-0.2 -0.4 0.0
0.3 0.2 -0.2
-0.1 0.0 0.0
0.3 -0.3 0.0
0.3 -0.4 0.1
0.3 -0.5 -0.5
-1.4 0.0 1.4
0.9 0.2 -0.5
-0.5 0.2 -0.4
0.4 0.3 -0.3
0.2 -0.2 0.1
0.5 0.1 0.4
-0.3 -0.2 -0.2

natural (NBO) atomic charge list, values in e, 4 entries: 1.4906 -0.5724 -0.4222 -0.4076



No. 2
Molecular formula: C4H12
Method: DFT, wB97M-V/def2-TZVPD

As for the charge: 0. As for the molecular weight: 60.14 g/mol. As for the SMILES: CC.CC. The calculation puts the HOMO energy at -11.25 eV. Its energy relative to the best compared isomer or geometry (same formula, charge and spin) is 0.5039 eV. Its electronic energy is -4342.024 eV. For the gap between HOMO and LUMO, the calculation gives 12.42 eV. The LUMO energy comes out at 1.2 eV.

Element x y z (Å)
C (-1.640899, -0.249416, -2.493880)
C (-0.775000, 0.266174, -1.356486)
H (-1.467327, 0.300402, -3.417086)
H (-1.444735, -1.308933, -2.652870)
H (-2.687678, -0.167431, -2.215568)
H (-0.411954, -0.531496, -0.714393)
H (-1.281882, 1.009321, -0.736535)
H (0.170356, 0.746219, -1.641080)
C (1.204961, 0.717235, 2.170382)
C (1.153981, -0.729266, 1.651974)
H (1.022933, 0.735625, 3.234764)
H (2.165467, 1.207236, 2.022683)
H (0.394466, 1.290504, 1.719876)
H (0.887779, -0.684110, 0.606630)
H (0.600022, -1.347080, 2.349655)
H (2.109506, -1.254987, 1.471938)

Force components x, y, z for each atom (eV/Å):
0.2 -0.1 0.2
0.8 0.4 0.5
-0.1 -0.1 0.0
0.0 0.0 -0.3
-0.2 0.0 -0.1
-0.5 -0.2 0.1
-0.1 -0.1 0.0
-0.3 0.0 -0.5
0.2 -0.4 0.2
1.5 0.2 -0.4
0.0 0.0 0.4
-0.1 0.1 -0.3
0.2 0.1 -0.1
-1.2 -0.4 0.0
-0.6 -0.2 -0.6
0.2 0.5 1.0

natural (NBO) atomic charge list, values in e, 4 entries: -0.6121 -0.6146 0.2066 0.2047



No. 3
Molecular formula: BeH13O11S
Method: DFT, wB97M-V/def2-TZVPD

As for the charge: -1. As for the molecular weight: 230.17 g/mol. The calculation puts the HOMO energy at -3.99 eV. Its electronic energy is -33975.207 eV. For the gap between HOMO and LUMO, the calculation gives 5.81 eV. The LUMO energy comes out at 1.8 eV.

Element x y z (Å)
Be (0.570413, -0.027465, 0.078005)
O (-0.780809, -0.684396, -0.320686)
H (-1.554258, -1.329754, -0.509046)
S (0.738360, 2.820599, -0.709230)
O (1.825479, 3.206848, -1.583535)
O (0.831990, 1.385205, -0.250064)
O (0.616455, 3.620693, 0.469278)
O (-0.447692, 2.958792, -1.561750)
O (-2.373178, -0.539735, 1.794739)
H (-1.811039, -0.456994, 1.005122)
H (-2.652172, -1.484733, 1.804072)
O (1.336459, -0.389695, -2.459180)
H (1.230398, 0.138978, -3.307661)
H (0.534023, -0.911812, -2.591439)
O (-2.408566, 1.281985, -1.322254)
H (-1.702916, 1.873096, -1.609996)
H (-1.868519, 0.561771, -0.992377)
O (0.003261, -3.041343, 1.643465)
H (-0.330900, -2.581035, 0.911227)
H (0.798851, -3.482243, 1.334858)
O (0.363658, -0.014036, 2.069117)
H (0.600099, 0.717728, 2.575065)
H (-0.450160, -0.280094, 2.577971)
O (1.910513, -1.123067, 0.190211)
H (2.309499, -0.821910, 0.982751)
H (2.710752, -1.397384, -0.218663)

Force components x, y, z for each atom (eV/Å):
-1.3 0.4 -0.6
-2.1 -2.7 -0.4
2.8 1.8 0.2
-1.4 2.7 -2.8
2.0 -0.8 0.5
1.0 -1.5 0.6
0.3 0.5 1.9
-1.0 -0.7 0.0
-0.7 -1.3 0.9
0.2 0.3 -0.3
0.3 1.1 0.1
-0.6 0.3 -2.5
0.8 -0.2 1.7
-0.1 -0.3 0.7
-1.1 -0.8 -0.3
0.5 1.1 0.0
0.0 -0.1 0.2
0.6 -1.4 1.9
-0.6 1.4 -1.8
0.0 0.1 -0.1
-1.2 -2.1 0.1
1.2 2.6 0.7
0.4 -0.4 -1.4
-0.5 -0.4 0.4
0.0 0.7 2.1
0.6 -0.2 -2.1

natural (NBO) atomic charge list, values in e, 4 entries: 1.7338 -1.3680 0.5075 2.6414



No. 4
Molecular formula: C6H9N
Method: DFT, wB97M-V/def2-TZVPD

As for the charge: 0. As for the molecular weight: 95.14 g/mol. As for the SMILES: Cc1cc[nH]c1C. The calculation puts the HOMO energy at -7.78 eV. Its energy relative to the best compared isomer or geometry (same formula, charge and spin) is 0.0827 eV. Its electronic energy is -7858.077 eV. For the gap between HOMO and LUMO, the calculation gives 8.85 eV. The LUMO energy comes out at 1.1 eV.

Element x y z (Å)
C (-1.026801, 0.411850, 1.692526)
C (-0.539231, 0.397215, 0.270696)
C (-1.046973, 1.161457, -0.823147)
C (-0.367454, 0.782573, -1.951336)
N (0.541870, -0.172980, -1.583122)
C (0.458493, -0.408515, -0.232250)
C (1.382454, -1.360015, 0.457046)
H (-1.735472, 1.229769, 1.856576)
H (-0.208645, 0.535909, 2.413063)
H (-1.544556, -0.521436, 1.948525)
H (-1.802195, 1.934987, -0.773270)
H (-0.455712, 1.108892, -2.978285)
H (1.209156, -0.605912, -2.199391)
H (1.358776, -1.183839, 1.536583)
H (2.417294, -1.210958, 0.124768)
H (1.123122, -2.412362, 0.286542)

Force components x, y, z for each atom (eV/Å):
0.0 0.0 0.1
0.1 -0.1 0.0
0.0 0.0 0.0
0.0 0.1 0.0
0.1 0.0 0.0
0.0 0.1 0.0
0.0 0.0 0.0
0.1 -0.1 -0.1
-0.1 0.0 -0.1
0.1 0.2 0.0
0.0 -0.2 0.0
0.0 0.0 0.2
-0.1 0.0 0.1
0.0 0.0 -0.2
-0.1 0.0 0.1
0.0 0.2 0.0

natural (NBO) atomic charge list, values in e, 4 entries: -0.6285 -0.0923 -0.3024 -0.0760



No. 5
Molecular formula: C4H8O2
Method: DFT, wB97M-V/def2-TZVPD

As for the charge: 0. As for the molecular weight: 88.11 g/mol. As for the SMILES: COC[C@H]1CO1. The calculation puts the HOMO energy at -9.78 eV. Its energy relative to the best compared isomer or geometry (same formula, charge and spin) is 2.8086 eV. Its electronic energy is -8370.473 eV. For the gap between HOMO and LUMO, the calculation gives 10.84 eV. The LUMO energy comes out at 1.1 eV.

Element x y z (Å)
C (-1.893393, 0.595196, -0.347429)
O (-1.020792, -0.488172, -0.194174)
C (-0.129946, -0.445130, 0.900573)
C (1.225922, -0.785005, 0.324470)
C (1.660734, 0.101909, -0.740472)
O (2.313687, 0.110294, 0.518631)
H (-2.795306, 0.472158, 0.262408)
H (-1.418488, 1.551604, -0.086330)
H (-2.180519, 0.630006, -1.402291)
H (-0.456471, -1.156054, 1.668348)
H (-0.071291, 0.555122, 1.352549)
H (1.521908, -1.832262, 0.289698)
H (1.061564, 0.986905, -0.942909)
H (2.182390, -0.296571, -1.603067)

Force components x, y, z for each atom (eV/Å):
-0.3 0.2 0.0
-0.1 -0.2 -0.1
0.2 0.0 0.2
-0.2 -0.2 -0.1
-0.1 0.1 -0.4
0.2 0.1 0.2
0.0 0.1 0.0
0.0 -0.1 0.0
0.0 0.0 0.2
0.1 0.1 0.0
-0.1 -0.1 -0.1
-0.1 0.1 0.0
0.0 -0.1 0.0
0.3 0.0 0.1

natural (NBO) atomic charge list, values in e, 4 entries: -0.2423 -0.5465 -0.0949 0.0313



No. 6
Molecular formula: C9H12
Method: DFT, wB97M-V/def2-TZVPD

As for the charge: 0. As for the molecular weight: 120.19 g/mol. As for the SMILES: C#C[C@H]1C[C@H]1/C=C/CC. The calculation puts the HOMO energy at -8.77 eV. Its energy relative to the best compared isomer or geometry (same formula, charge and spin) is 6.8796 eV. Its electronic energy is -9519.960 eV. For the gap between HOMO and LUMO, the calculation gives 9.53 eV. The LUMO energy comes out at 0.8 eV.

Element x y z (Å)
C (1.659724, 2.230252, 0.497989)
C (2.024349, 1.158014, -0.324174)
C (2.130758, -0.243545, -0.464128)
C (1.723101, -1.097390, 0.790549)
C (1.004715, -1.248167, -0.574962)
C (-0.363968, -0.698921, -0.453620)
C (-1.269728, -0.666686, 0.531101)
C (-2.754729, -0.166781, 0.547789)
C (-2.870813, 0.817881, -0.605474)
H (1.267007, 3.207976, 0.563783)
H (2.980310, -0.411440, -0.920536)
H (2.695554, -1.783306, 1.084169)
H (1.191074, -0.263860, 1.483584)
H (1.023985, -2.137099, -1.324328)
H (-0.741450, -0.439118, -1.489041)
H (-1.106775, -1.259047, 1.582320)
H (-3.478374, -0.950137, 0.630059)
H (-2.809738, 0.521724, 1.519879)
H (-2.872903, 0.100485, -1.560234)
H (-2.072419, 1.531997, -0.865819)
H (-3.776726, 1.373884, -0.374256)

Force components x, y, z for each atom (eV/Å):
2.9 -8.3 -6.6
-4.0 8.9 7.0
-3.1 0.2 1.8
2.3 0.6 -0.2
-0.5 -0.6 1.4
-2.2 0.1 -2.1
-0.6 -2.7 3.1
4.1 3.4 1.5
-1.1 -2.0 -2.3
-0.1 0.7 0.1
4.2 -1.9 -2.3
-3.1 1.7 -0.3
1.4 -2.9 -1.2
0.6 1.6 1.7
0.3 0.4 1.2
0.4 1.6 -2.5
-0.4 -0.4 -0.3
0.0 -1.8 -1.6
-0.8 1.9 1.5
0.0 -0.5 1.0
-0.3 0.1 -1.1

natural (NBO) atomic charge list, values in e, 4 entries: -0.2721 0.0357 -0.3684 -0.4021